1.
Below is a 2-piece molecular cluster, C4H5Cl2NOS overall in a non-equilibrium geometry, with properties calculated with ωB97M-V/def2-TZVPD.

Geometry as XYZ:
```
14
Properties=species:S:1:pos:R:3
C -0.082 -0.386 1.767
N 0.829 -0.715 0.691
S 0.810 -2.339 0.302
C 1.565 0.154 0.158
Cl 1.734 1.807 0.471
Cl 2.675 -0.523 -1.114
H 0.327 0.102 2.723
H -0.871 0.251 1.320
H -0.489 -1.322 1.963
C -0.280 -0.826 -2.351
C -0.898 -0.011 -1.588
O -1.417 0.769 -0.900
H -0.359 -0.717 -3.359
H 0.307 -1.694 -2.026
```

Net charge: 0
HOMO level: -0.3057 Eh
Total energy: -43643.3839 eV
Energy above the lowest of the compared OMol25 structures with the same formula, charge and spin: 138.1 kJ/mol
HOMO-LUMO gap: 8.32 eV
SMILES string: C[N+]([S-])=C(Cl)Cl.C=C=O

=====

2.
Below is C28H18N2O9PdS3 as an isolated structure in a non-equilibrium geometry, with properties calculated with ωB97M-V/def2-TZVPD.

Geometry as XYZ:
```
61
Properties=species:S:1:pos:R:3
Pd -1.503 -0.141 -0.045
C -0.792 3.922 -1.263
C 0.505 3.964 -1.889
C 1.270 2.865 -1.961
C 0.927 1.650 -1.218
C -0.433 1.614 -0.519
C -1.275 2.801 -0.700
C 1.025 -0.919 -1.536
C 1.799 -2.094 -1.412
C 1.192 -3.312 -1.398
C -0.202 -3.396 -1.592
C -0.918 -4.609 -1.605
C -2.271 -4.614 -1.809
C -2.957 -3.412 -2.043
C -2.290 -2.215 -2.040
C -0.905 -2.182 -1.772
N -0.282 -0.963 -1.686
H -1.440 4.787 -1.358
H 0.803 4.868 -2.410
H 2.131 2.799 -2.615
H -2.311 2.746 -0.405
H 2.871 -2.013 -1.302
H 1.770 -4.215 -1.235
H -0.378 -5.535 -1.435
H -2.819 -5.549 -1.780
H -4.029 -3.425 -2.192
H -2.807 -1.279 -2.206
O -5.071 0.636 1.426
S -3.935 1.301 0.833
O -4.071 2.759 0.847
O -3.536 0.856 -0.519
C -2.541 0.999 2.004
C -2.087 2.142 2.665
C -1.250 2.040 3.761
C -0.859 0.793 4.232
C -1.297 -0.349 3.589
C -2.140 -0.259 2.490
S -2.578 -1.849 1.730
O -1.300 -2.390 1.260
O -3.171 -2.625 2.805
O -3.463 -1.551 0.614
H -2.433 3.100 2.304
H -0.906 2.940 4.256
H -0.197 0.719 5.085
H -0.991 -1.335 3.911
O 1.927 0.486 -3.081
C 1.732 0.426 -1.767
N 0.807 1.877 0.248
S 1.488 0.749 1.241
O 0.732 -0.478 1.270
O 1.771 1.380 2.505
C 3.053 0.531 0.428
C 4.230 0.573 1.157
C 5.441 0.560 0.484
C 5.455 0.552 -0.908
C 4.269 0.510 -1.624
C 3.050 0.474 -0.961
H 4.177 0.626 2.238
H 6.369 0.578 1.042
H 6.405 0.583 -1.431
H 4.238 0.502 -2.707
```

Net charge: -2
HOMO level (spin up / spin down): -0.0950 / -0.0949 Eh
Total energy: -86719.5484 eV
Energy above the lowest of the compared OMol25 structures with the same formula, charge and spin: 471.1 kJ/mol
HOMO-LUMO gap (spin up / spin down): 7.00 / 7.00 eV

=====

3.
Below is an isolated ion of composition C10H18N5O2S and charge +1, with properties calculated with ωB97M-V/def2-TZVPD.

Geometry as XYZ:
```
36
Properties=species:S:1:pos:R:3
H 1.430 -2.493 -2.125
N 0.449 -2.347 -1.889
C 0.073 -1.171 -2.129
C -1.385 -0.845 -1.950
N -1.727 0.391 -1.187
C -3.022 0.327 -0.460
C -2.697 1.085 0.844
N -3.484 0.784 1.992
C -3.897 -0.293 2.364
S -4.512 -1.625 2.866
N -1.237 0.885 1.050
C -0.889 -0.442 1.634
C -0.828 0.887 -0.278
N 0.294 1.417 -0.657
O 1.157 1.990 0.228
C 2.531 1.720 -0.139
C 3.023 0.372 0.364
C 2.856 0.213 1.876
O 4.382 0.394 -0.045
H 0.741 -0.401 -2.528
H -1.829 -0.766 -2.945
H -1.849 -1.691 -1.445
H -3.365 -0.703 -0.354
H -3.783 0.880 -1.007
H -2.808 2.148 0.620
H 0.068 -0.776 1.237
H -0.800 -0.336 2.711
H -1.640 -1.202 1.407
H 0.531 1.504 -1.640
H 2.645 1.809 -1.223
H 3.097 2.515 0.337
H 2.504 -0.444 -0.158
H 2.086 -0.510 2.134
H 2.622 1.159 2.365
H 3.793 -0.151 2.296
H 4.759 -0.489 0.015
```

Net charge: +1
HOMO level: -0.4674 Eh
Total energy: -33032.5558 eV
HOMO-LUMO gap: 9.20 eV
SMILES string: [H]/N=C/CN1C[C@@H](N=C=S)[N+](C)=C1NOC[C@H](C)O

=====

4.
Below is one molecule with the formula C3H3N3O in a non-equilibrium geometry, with properties calculated with ωB97M-V/def2-TZVPD.

Geometry as XYZ:
```
10
Properties=species:S:1:pos:R:3
N 1.952 0.487 -0.098
C 0.628 0.258 0.066
N 1.037 2.205 -0.389
N 0.154 1.665 0.150
O -2.195 0.380 0.715
C -1.661 -0.639 0.322
C -0.243 -0.770 -0.025
H 2.465 -0.305 -0.498
H -2.254 -1.563 0.174
H 0.115 -1.718 -0.418
```

Net charge: 0
HOMO level (spin up / spin down): -0.3347 / -0.3347 Eh
Total energy: -9672.4844 eV
Energy above the lowest of the compared OMol25 structures with the same formula, charge and spin: 479.5 kJ/mol
HOMO-LUMO gap (spin up / spin down): 7.63 / 7.62 eV

=====

5.
Below is C4H12NO2 as an isolated structure in a non-equilibrium geometry, with properties calculated with ωB97M-V/def2-TZVPD.

Geometry as XYZ:
```
19
Properties=species:S:1:pos:R:3
C 2.277 0.478 -0.123
C -1.551 0.877 0.411
C 0.826 1.053 -0.033
C -0.403 -1.584 -0.171
N -0.243 0.219 0.475
O -0.399 -1.537 -1.512
O -1.426 -1.942 0.469
H 2.738 0.916 0.714
H 2.540 -0.576 -0.193
H 2.714 0.982 -0.989
H -1.574 1.639 1.123
H -1.705 1.317 -0.603
H -2.387 0.154 0.838
H 0.528 1.466 -0.968
H 0.764 1.889 0.677
H 0.421 -2.159 0.367
H -0.001 -0.159 1.450
H -0.993 -0.883 -1.903
H -2.126 -2.148 -0.029
```

Net charge: +1
HOMO level: -0.5556 Eh
Total energy: -9918.9965 eV
Energy above the lowest of the compared OMol25 structures with the same formula, charge and spin: 312.0 kJ/mol
HOMO-LUMO gap: 12.01 eV